one) The following is a DFT calculation (wB97M-V/def2-TZVPD) of one molecule with the formula C17H22N2O4.

Computed properties:
Highest occupied orbital energy = -8.5 eV
Kohn-Sham gap = 9.107 eV
SMILES = C=CCCC(=O)Nc1ccc(COC(=O)N2CCOCC2)cc1
LUMO energy = 0.6 eV

```
! wB97M-V def2-TZVPD RIJCOSX def2/J DEFGRID3
* xyz 0 1
C -8.07923 -0.85954 -0.40257
C -6.81449 -1.21312 -0.52605
C -5.65489 -0.28648 -0.33769
H -6.01243 0.72536 -0.14146
C -4.77567 -0.74689 0.83663
C -3.59921 0.19976 1.00955
O -3.57884 1.07587 1.84211
N -2.60447 -0.03775 0.10459
C -1.39705 0.64207 -0.08128
C -0.99910 1.71274 0.71323
C 0.21145 2.33615 0.47422
C 1.03872 1.91889 -0.55779
C 0.64001 0.84600 -1.34659
C -0.56232 0.21165 -1.11200
H -0.86053 -0.62360 -1.73174
H 1.28341 0.50524 -2.14531
C 2.37177 2.57144 -0.81186
H 2.40231 3.03871 -1.80016
H 2.58547 3.31569 -0.03896
O 3.41897 1.60056 -0.84079
C 3.78853 1.12828 0.37447
O 3.36615 1.55700 1.42126
N 4.73264 0.16017 0.27530
C 5.05518 -0.52939 -0.95556
H 4.71807 0.05925 -1.80600
C 4.38349 -1.90856 -0.94235
H 4.68654 -2.49841 -1.80891
O 4.76992 -2.64972 0.19224
C 4.43084 -1.97883 1.38728
H 4.77493 -2.61740 2.20184
C 5.09241 -0.59828 1.45674
H 4.75146 -0.04997 2.33474
H 6.18104 -0.70721 1.48136
H 3.33854 -1.85808 1.45282
H 3.28958 -1.77787 -0.95113
H 6.14216 -0.65456 -1.00193
H 0.51989 3.15397 1.10689
H -1.63513 2.04393 1.51634
H -2.75137 -0.80327 -0.53926
H -5.36546 -0.72660 1.75342
H -4.42533 -1.76729 0.66622
H -5.05723 -0.26482 -1.25474
H -6.55388 -2.23666 -0.76538
H -8.88480 -1.56012 -0.54115
H -8.36207 0.15170 -0.16061
*
```

Here are the natural (NBO) charges for atoms 1 to 5, given in e: number 1, C, carries -0.387; number 2, C, carries -0.172; number 3, C, carries -0.429; number 4, H, carries 0.218; number 5, C, carries -0.484



two) The following is a DFT calculation (wB97M-V/def2-TZVPD) of C17H22N2O4 as an isolated structure.

Computed properties:
Highest occupied orbital energy = -8.7 eV
Kohn-Sham gap = 8.760 eV
LUMO energy = 0.1 eV

```
! wB97M-V def2-TZVPD RIJCOSX def2/J DEFGRID3
* xyz 0 1
C -0.40317 2.51156 -1.18209
H -0.36980 2.84793 -0.23406
O 0.05935 1.24067 -1.36260
C 1.19660 0.74174 -0.96191
C 2.08288 1.44016 -0.46601
C 3.24857 1.06237 0.10870
C 3.58318 -0.29416 -0.03246
C 2.72641 -0.98581 -0.94543
C 1.44233 -0.53756 -1.28171
C 0.53921 -1.53131 -1.84393
N -0.68462 -1.54806 -0.94034
C -2.03368 -1.46044 -1.41183
O -2.31223 -1.35726 -2.49001
C -2.74064 -1.85420 -0.04892
N -1.75342 -2.36807 0.71341
C -0.55639 -2.23952 0.48277
O 0.58589 -2.59503 0.97668
H -1.96506 -2.67735 1.87187
C -3.55406 -0.68555 0.32880
H -4.19289 -1.04860 1.43090
H -4.46380 -0.65925 -0.47043
C -3.05604 0.63997 0.76509
C -2.11817 0.68229 1.95131
H -2.79203 0.34283 2.92301
H -1.26579 0.06249 1.60246
H -1.64316 1.59298 2.06046
C -3.96323 1.48398 0.64136
H -3.45232 2.79310 0.75809
H -4.61099 1.67024 -0.17770
H -4.64218 1.47376 1.53087
H -2.26105 0.82306 -0.29133
H -3.43633 -2.81847 -0.47882
H 0.10647 -0.99112 -2.71473
H 0.96385 -2.55985 -2.10886
H 3.00308 -2.09623 -1.00428
C 5.04143 -0.52737 0.18238
O 5.39745 -1.78837 -0.46852
C 5.86793 0.10750 1.33781
H 5.30138 0.39704 1.98736
H 6.07006 1.12852 0.66573
H 6.83056 -0.56783 1.49812
H 3.84884 1.90501 0.77537
H 1.70573 2.60327 -0.07949
H 0.20816 2.99586 -1.78732
H -1.53832 2.64508 -1.80977
*
```

Here are the natural (NBO) charges for atoms 1 to 5, given in e: number 1, C, carries -0.214; number 2, H, carries 0.173; number 3, O, carries -0.495; number 4, C, carries 0.253; number 5, C, carries -0.206



one) is the most stable structure; the next one sits 1423.4 kJ/mol above it.



one) The following is a DFT calculation (wB97M-V/def2-TZVPD) of C40H38Br4FN4O3S2Y as an isolated structure.

Computed properties:
Highest occupied orbital energy (alpha / beta) = 0.3 / 0.6 eV
Kohn-Sham gap (alpha / beta) = 3.573 / 3.287 eV
LUMO energy (alpha / beta) = 3.9 / 3.9 eV

```
! wB97M-V def2-TZVPD RIJCOSX def2/J DEFGRID3
* xyz -2 1
Y 1.23456 0.57489 1.21373
N 0.78747 3.46321 -0.98871
C 2.10402 3.40189 -0.43725
C 3.00949 4.26949 -0.98738
C 4.33006 4.35290 -0.49746
C 4.62791 3.49905 0.61095
C 3.68143 2.65661 1.09337
N 2.37705 2.53701 0.59307
C -0.35447 2.73814 -0.93186
C -1.36569 3.09266 -1.87524
C -2.52021 2.37333 -1.91966
C -2.71410 1.31712 -1.03118
C -1.72304 1.05920 -0.10743
N -0.56283 1.75404 -0.04773
H 0.75709 4.14316 -1.72872
H 2.68850 4.89650 -1.81570
H 5.05494 5.02949 -0.92679
H 5.60330 3.50906 1.08413
H 3.90398 2.00656 1.92781
H -1.19093 3.91908 -2.55331
H -3.28296 2.61848 -2.65045
H -3.60747 0.70926 -1.06172
H -1.53760 -0.99160 0.42650
Br 3.23969 3.08197 7.78037
C 2.21523 2.62699 6.24932
C 0.92426 3.09171 6.09628
Br 0.12640 4.20443 7.41110
C 0.19141 2.72326 4.94578
Br -1.59354 3.31663 4.67699
C 0.71199 1.90182 3.94709
O 0.05592 1.54787 2.87472
C 2.07362 1.42903 4.10023
O 2.57493 0.69315 3.16734
C 2.77284 1.80464 5.25148
Br 4.54680 1.13243 5.38170
F 0.93254 -1.42165 1.90823
C 5.30338 -1.71654 1.67381
S 3.51878 -1.56655 1.75724
C 3.14335 -3.10807 0.92491
O 3.26948 -0.49477 0.69228
H 5.59414 -1.75914 0.62185
H 5.63098 -2.60271 2.22059
H 5.70838 -0.81674 2.13876
H 3.74765 -3.91169 1.35005
H 3.37012 -2.96959 -0.13607
H 2.08058 -3.28926 1.07934
N 0.95814 -0.48811 -0.87371
S 0.16019 -0.45445 -2.27282
C -0.64313 -2.04037 -2.37663
C -0.35476 -3.05477 -1.47115
C -0.88009 -4.33020 -1.67183
C -1.70343 -4.59186 -2.75584
C -2.01561 -3.56142 -3.64113
C -1.48726 -2.29467 -3.45651
C 1.19614 -0.51233 -3.63815
C 2.00876 -1.66079 -3.94717
C 2.66096 -1.72692 -5.15727
C 2.55667 -0.70294 -6.11651
C 1.73754 0.42167 -5.81780
C 1.06838 0.51613 -4.62544
H 1.72567 -1.15453 -0.95371
H 0.24936 -2.82358 -0.60078
H -0.65065 -5.11949 -0.96410
H -2.10733 -5.58577 -2.90985
H -2.67047 -3.75183 -4.48417
H -1.69617 -1.49816 -4.16354
H 2.11004 -2.46817 -3.23042
H 3.28041 -2.59365 -5.36929
H 3.08943 -0.76886 -7.05670
H 1.64972 1.22950 -6.53768
H 0.44801 1.38114 -4.40887
C -2.88672 -1.13822 2.84803
C -3.20460 -0.24365 1.63315
C -3.66956 1.11246 2.16885
C -1.85520 -0.05889 0.90197
C -4.27099 -0.95008 0.79370
C -4.00258 -2.18628 0.20491
C -4.97406 -2.87008 -0.51108
C -6.24682 -2.33053 -0.66467
C -6.53030 -1.10275 -0.08978
C -5.55217 -0.42403 0.63304
H -2.23028 -0.59905 3.53576
H -2.36737 -2.04992 2.54134
H -3.80591 -1.41634 3.37235
H -2.83540 1.58118 2.69797
H -4.49566 0.99069 2.87611
H -3.98520 1.79275 1.37520
H -1.16107 0.13664 1.71016
H -3.01536 -2.62605 0.29720
H -4.72577 -3.82178 -0.96293
H -7.00371 -2.86125 -1.23065
H -7.51520 -0.66258 -0.20088
H -5.79600 0.53545 1.06891
*
```

Here are the Löwdin charges for atoms 1 to 5, given in e: number 1, Y, carries 1.397; number 2, N, carries 0.123; number 3, C, carries -0.311; number 4, C, carries -0.099; number 5, C, carries -0.152



two) The following is a DFT calculation (wB97M-V/def2-TZVPD) of C40H38Br4FN4O3S2Y as an isolated structure.

Computed properties:
Highest occupied orbital energy = 0.4 eV
Kohn-Sham gap = 3.017 eV
LUMO energy = 3.5 eV

```
! wB97M-V def2-TZVPD RIJCOSX def2/J DEFGRID3
* xyz -2 1
Y 0.99711 1.03004 0.42543
N 1.88881 -2.08308 -1.29427
C 1.45087 -0.97771 -2.12658
C 1.83318 -1.06428 -3.44094
C 1.33510 -0.03717 -4.32255
C 0.41392 0.83235 -3.87835
C -0.28406 0.69793 -2.54237
N 0.65218 -0.06761 -1.56999
C 2.55633 -2.05636 -0.12635
C 3.07436 -3.27677 0.38901
C 3.78094 -3.26458 1.55845
C 3.99371 -2.05341 2.22439
C 3.44704 -0.91929 1.66919
N 2.72227 -0.90499 0.53663
H 1.93390 -2.95477 -1.79425
H 2.50731 -1.84551 -3.77013
H 1.71515 0.03387 -5.33839
H 0.03873 1.61832 -4.52686
H -0.33575 1.71270 -2.12498
H 2.89854 -4.19528 -0.15774
H 4.17945 -4.19275 1.95455
H 4.56143 -1.98917 3.14186
H 3.57960 0.05750 2.11865
Br 4.05844 7.49037 -0.56418
C 3.71736 5.73097 0.06667
C 4.40107 5.23320 1.15554
Br 5.69320 6.28409 2.06561
C 4.13145 3.92270 1.59320
Br 5.04686 3.15260 3.07534
C 3.20801 3.09761 0.96337
O 2.95106 1.87754 1.31518
C 2.46453 3.63860 -0.15828
O 1.58839 2.87188 -0.71952
C 2.75801 4.93352 -0.58500
Br 1.75416 5.56471 -2.05907
F 0.30810 2.40788 2.00985
C -2.56959 2.98018 2.11884
S -1.86956 2.78573 0.48852
C -3.38326 2.83321 -0.45347
O -1.45929 1.33731 0.39651
H -3.31678 2.20268 2.28687
H -3.01482 3.97328 2.19924
H -1.72055 2.88138 2.79236
H -3.89721 3.77505 -0.25361
H -3.99673 1.97264 -0.18587
H -3.10534 2.76723 -1.50409
N 0.06931 -0.86171 1.75635
S -0.87830 -0.55680 2.99668
C 0.30415 -0.22640 4.30982
C 1.35131 0.64996 4.05846
C 2.25112 0.93510 5.08033
C 2.09931 0.36996 6.33577
C 1.03544 -0.48598 6.58266
C 0.13436 -0.78664 5.57202
C -1.46954 -2.16381 3.56946
C -0.68780 -3.28585 3.34574
C -1.15982 -4.52024 3.76353
C -2.40008 -4.61993 4.38506
C -3.18165 -3.49119 4.58317
C -2.71565 -2.24898 4.16576
H -0.54012 -1.04833 0.94565
H 1.49115 1.17265 3.12073
H 3.06452 1.61460 4.85690
H 2.80688 0.59817 7.12385
H 0.90671 -0.93350 7.56069
H -0.67980 -1.46797 5.77372
H 0.26072 -3.16930 2.83227
H -0.56345 -5.40837 3.59625
H -2.76444 -5.58923 4.70325
H -4.15624 -3.57313 5.04739
H -3.31542 -1.35604 4.29587
C -1.43284 -2.24016 -3.19122
C -2.23408 -0.94606 -3.39525
C -3.64717 -1.24134 -2.85038
C -1.68268 0.21836 -2.61046
C -2.35506 -0.65414 -4.90913
C -1.45234 -1.15469 -5.85058
C -1.51764 -0.79137 -7.19223
C -2.50315 0.06997 -7.64584
C -3.42047 0.57228 -6.72673
C -3.33614 0.21931 -5.39117
H -1.42521 -2.46809 -2.12274
H -0.39492 -2.14257 -3.50430
H -1.88813 -3.07868 -3.73718
H -3.54630 -1.59993 -1.82518
H -4.17391 -1.99219 -3.45582
H -4.26255 -0.33862 -2.81578
H -2.44629 0.94449 -2.34047
H -0.66407 -1.82150 -5.52985
H -0.78150 -1.18797 -7.88385
H -2.55160 0.35686 -8.69035
H -4.19971 1.25449 -7.05123
H -4.03446 0.66016 -4.69011
*
```

Here are the Löwdin charges for atoms 1 to 5, given in e: number 1, Y, carries 1.461; number 2, N, carries 0.117; number 3, C, carries -0.409; number 4, C, carries -0.126; number 5, C, carries -0.163



one) is the most stable structure; the next one sits 219.8 kJ/mol above it.